Record 1
15
Properties=species:S:1:pos:R:3:forces:R:3 method="wB97M-V/def2-TZVPD" e_homo_ev="-5.651 / -10.870" e_tot_ha=-892.07084 multiplicity=3 relative_energy_kcal_mol=19.75 lumo_energy_ev="0.348 / -3.686"
C -0.596310 1.054714 -0.453025 -1.6165 -0.8091 -1.9813
C -0.598706 -0.481231 0.138342 1.3907 1.0809 -1.2219
C 0.746083 -0.660028 0.782396 0.1754 0.6687 -0.4832
O -3.654639 -0.843374 -0.401616 -1.0103 -2.8634 -1.3150
O -2.197563 1.240768 -0.577036 1.8124 -0.3970 0.8094
O -1.615635 -0.514966 1.058513 1.3527 -0.8871 0.3036
O -0.058496 1.934291 0.392672 -0.1245 -0.1451 1.4871
O -0.768156 -1.419402 -0.902772 1.8052 0.7785 0.9483
S -3.050661 0.218296 0.354926 -1.2521 4.6048 0.3977
H -0.229751 1.284014 -1.525937 -0.8886 -1.1452 1.4890
H 1.447455 -0.499098 -0.125816 -0.5060 -0.9731 1.8310
H 0.766027 -1.592723 1.419829 0.4676 1.0096 -1.1071
H 0.799215 0.269607 1.379479 0.5908 -0.9181 0.2053
H 0.240934 2.750693 0.008670 -0.0797 0.4032 -0.5534
H -1.680890 -1.417347 -1.078492 -2.1171 -0.4075 -0.8095

=====

Record 2
27
Properties=species:S:1:pos:R:3:forces:R:3 method="wB97M-V/def2-TZVPD" e_homo_ev=-5.463 e_tot_ha=-946.22860 multiplicity=1 total_charge=-1 lumo_energy_ev=2.020
Cs 10.646982 7.272916 3.279031 0.4210 -0.4344 -0.1485
O 13.959258 13.020388 2.893099 0.1766 0.2090 -0.9726
C 14.773664 12.001739 2.818672 2.4465 0.0665 1.2648
O 15.962823 12.059386 2.451316 -1.8334 0.7584 -0.1014
C 14.424935 10.707292 3.466152 -0.3315 -1.1685 -0.5543
C 15.425887 9.740882 3.698942 -1.1913 -0.0081 -0.5035
N 14.744898 8.568929 3.916549 -0.6531 2.1970 0.4893
N 13.382424 8.772747 3.959750 0.2540 -1.0687 -0.8289
C 13.147915 10.029926 3.611142 1.5718 0.4746 0.1594
C 11.761274 10.653786 3.299772 -1.4294 1.9924 -0.6851
O 11.762309 11.963592 3.199446 0.0541 -2.7109 0.2795
O 10.728816 9.959164 3.082238 2.2199 1.1264 0.6817
H 12.951545 12.732855 2.985842 0.5115 -0.7845 0.5050
H 16.538407 9.825936 3.677602 -1.3817 -0.1382 -0.1286
H 15.142756 7.651605 3.997134 -0.2642 -0.0752 0.3537
N 6.941858 7.668105 3.544618 -0.0585 0.2210 -0.6460
C 6.267570 6.411869 3.211730 -0.3549 -1.0414 1.1758
C 7.050774 5.164561 2.695974 -0.3948 0.0200 -0.2861
C 8.494662 4.863441 3.086172 2.0797 1.4734 2.9140
O 8.927008 5.502211 4.158705 -1.6338 -1.5749 -1.7281
O 9.224445 4.094625 2.433339 -1.0102 0.3121 -0.3748
H 6.251133 8.423231 3.420893 0.5710 -0.4032 0.0895
H 7.633042 7.809665 2.822090 0.2551 0.4255 -0.0833
H 5.461196 6.586016 2.500391 -0.1350 -0.1052 -0.2731
H 5.778985 6.092949 4.133404 -0.1258 0.0039 0.1154
H 7.015798 5.224379 1.609227 0.0414 -0.4408 -0.2007
H 6.487778 4.258442 3.032329 0.1950 0.6739 -0.5129

=====

Record 3
12
Properties=species:S:1:pos:R:3:forces:R:3 method="wB97M-V/def2-TZVPD" e_homo_ev="-17.673 / -18.627" e_tot_ha=-908.02965 multiplicity=1 total_charge=+2 relative_energy_kcal_mol=75.66 lumo_energy_ev="-11.934 / -10.516"
O 0.713084 -0.253155 1.558844 0.0721 0.4472 -0.3779
Ca -1.122961 -0.414034 2.209930 -1.0827 -0.5611 1.8196
C 1.468667 -0.035203 0.529622 0.9739 -0.5475 -4.3897
C 0.689982 0.545754 -0.856352 -2.7646 -0.6669 2.6107
H 2.261070 0.726853 0.611114 0.2865 -1.0980 0.3646
H 1.572313 -0.963936 -0.241586 1.2942 0.9298 2.5226
H 1.204218 0.187989 -1.755885 -0.9463 0.0409 -0.5216
H 0.825431 1.630865 -0.773902 -0.2671 0.0365 0.1342
C -0.781822 0.127120 -0.515707 3.3477 1.8116 -1.6290
C -1.964638 -0.340000 -0.352120 0.2170 -0.8218 0.4444
H -2.559601 0.000364 0.504950 -0.9344 0.4997 -1.0619
H -2.305744 -1.212617 -0.918908 -0.1962 -0.0705 0.0839

=====

Record 4
105
Properties=species:S:1:pos:R:3:forces:R:3 method="wB97M-V/def2-TZVPD" e_homo_ev=-1.272 e_tot_ha=-2214.58838 multiplicity=1 total_charge=-2 relative_energy_kcal_mol=15.10 lumo_energy_ev=4.548
Sr 0.338319 0.104822 0.346920 -0.0201 0.3090 0.6758
O 2.782351 0.355108 0.668268 0.0242 -0.0942 -0.0065
C 3.707622 -0.455315 1.033405 0.0362 0.0659 0.0323
C 4.929830 0.009357 1.605222 -0.0285 0.0013 -0.0084
C 5.896941 -0.861650 2.047083 -0.0063 -0.0195 0.0049
C 5.733955 -2.251299 1.946998 0.0249 0.0026 0.0105
C 4.574092 -2.735830 1.376622 -0.0387 0.0037 -0.0182
C 3.579968 -1.875659 0.911964 0.0193 -0.0051 -0.0143
C 2.380554 -2.370963 0.259286 -0.0836 -0.0411 0.0182
N 1.915478 -3.553555 0.267959 -0.0621 -0.0163 0.0067
C 0.650883 -3.702411 -0.450797 -0.0035 0.0388 -0.0104
C -0.554678 -3.422718 0.459745 0.0235 0.0509 0.0039
N -1.124208 -2.076965 0.300247 -0.2656 -0.2714 -0.0139
C -2.404285 -2.041944 0.370682 0.1139 0.0409 -0.0225
C -3.356639 -0.942288 0.388435 -0.0094 -0.0326 0.0404
C -4.703534 -1.352679 0.445706 0.0408 -0.0368 0.0171
C -5.758955 -0.478556 0.531910 -0.0049 0.0394 -0.0010
C -5.469983 0.896197 0.573525 -0.0197 -0.0536 -0.0109
C -4.179127 1.341986 0.518923 0.0550 0.0059 0.0169
C -3.053477 0.460465 0.419493 -0.1024 0.1747 -0.0623
O -1.883548 0.955850 0.347628 -0.0388 -0.2498 -0.0559
H 5.056337 1.082049 1.694493 0.0024 0.0009 0.0008
H 6.806736 -0.462765 2.486192 -0.0004 0.0009 0.0012
H 6.504057 -2.925330 2.301544 -0.0012 -0.0002 -0.0002
H 4.408469 -3.802114 1.266225 0.0073 -0.0010 0.0036
H 1.838415 -1.609479 -0.307811 0.2874 -0.0444 -0.2896
H 0.590281 -4.724570 -0.829383 -0.0090 -0.0159 0.0304
H 0.595599 -3.028826 -1.317243 -0.0044 -0.0039 -0.0037
H -0.209068 -3.525739 1.494161 -0.0145 -0.0012 0.0036
H -1.334995 -4.178208 0.300984 -0.0056 0.0004 -0.0293
H -2.919053 -3.010014 0.462568 -0.0135 -0.0136 -0.0097
H -4.902845 -2.420849 0.431247 -0.0021 0.0016 0.0025
H -6.777967 -0.840276 0.582302 -0.0017 0.0072 -0.0057
H -6.278794 1.615500 0.655640 -0.0039 -0.0035 -0.0018
H -3.947434 2.399537 0.558128 -0.0013 -0.0012 0.0027
C 0.619951 2.549170 2.365075 0.0911 0.0910 -0.0044
C -0.070648 2.557463 3.726531 -0.0096 -0.0406 0.0108
C 0.997165 2.377960 4.814560 -0.0094 -0.0150 0.0007
C -1.179351 1.543408 3.939401 -0.0360 0.0108 -0.0806
C -2.298135 1.952897 4.652621 0.0352 0.0135 0.0259
C -3.279531 1.067423 5.072604 -0.0045 -0.0058 0.0084
C -3.100371 -0.284227 4.797082 -0.0343 0.0092 -0.0843
C -2.014168 -0.738269 4.069256 -0.0417 -0.0028 0.0032
C -1.749809 -2.206532 3.830729 -0.0508 0.0076 -0.0061
C -2.973574 -3.106565 3.973251 0.0501 0.0094 -0.0270
C -0.608326 -2.691507 4.727702 0.0636 0.0160 -0.0022
C -1.044609 0.177508 3.549061 0.1365 0.0063 0.2441
O -0.059615 -0.248504 2.823220 0.0352 0.0954 -0.1749
H 1.232572 3.448999 2.250735 -0.0206 0.0081 -0.0251
H -0.100754 2.533996 1.542177 -0.0738 0.0142 0.0438
H 1.292238 1.692965 2.315605 0.0221 0.0554 -0.1284
H -0.527782 3.544354 3.866974 0.0043 0.0101 -0.0053
H 1.440362 1.383516 4.724412 -0.0029 -0.0011 0.0015
H 0.558227 2.469569 5.810275 0.0024 0.0036 0.0031
H 1.796780 3.119018 4.711221 -0.0028 -0.0025 0.0004
H -2.388602 3.008128 4.902284 -0.0038 0.0034 -0.0015
H -4.153298 1.415776 5.610721 0.0000 0.0002 0.0004
H -3.842452 -0.993786 5.146150 -0.0118 -0.0311 0.0207
H -1.387067 -2.273169 2.807188 0.0235 -0.0342 -0.0921
H -3.325852 -3.150757 5.007949 0.0046 0.0129 0.0244
H -2.725447 -4.129560 3.672156 -0.0058 0.0238 -0.0063
H -3.799024 -2.752216 3.352927 -0.0267 0.0031 -0.0355
H -0.907595 -2.652439 5.779659 -0.0031 0.0074 0.0184
H 0.267977 -2.056720 4.584026 -0.0462 -0.0325 0.0121
H -0.327320 -3.722290 4.488241 -0.0050 -0.0188 0.0028
C -1.565844 2.599653 -2.863002 -0.0220 -0.0060 -0.0237
C -1.079064 1.346918 -3.605529 0.0053 0.0012 0.0038
C -2.115236 0.261358 -3.268804 0.0093 -0.0061 0.0039
C -1.165768 1.632335 -5.108576 0.0010 0.0008 0.0094
Si 0.676801 0.784328 -2.844898 0.0283 -0.0811 -0.0758
C 1.465455 -0.493996 -4.161555 0.0004 0.0255 -0.0144
C 2.631484 -1.231680 -3.486770 0.0051 -0.0114 -0.0117
C 1.974385 0.077234 -5.490025 -0.0107 -0.0073 0.0019
C 0.438210 -1.583048 -4.493948 -0.0002 0.0155 0.0112
C 1.850373 2.396330 -2.884009 -0.0045 0.0062 0.0206
C 3.309691 1.977651 -2.659402 -0.0115 -0.0049 -0.0013
C 1.804086 3.292518 -4.125618 -0.0082 0.0058 0.0003
C 1.498064 3.255303 -1.657293 -0.0127 0.0167 -0.0062
H -2.607220 2.812256 -3.147787 -0.0031 -0.0020 -0.0029
H -0.976812 3.487033 -3.100269 -0.0039 -0.0016 -0.0360
H -1.552929 2.448959 -1.780078 0.0009 0.0056 0.0036
H -3.116872 0.592256 -3.582556 0.0003 -0.0009 0.0039
H -2.151706 0.078693 -2.193086 -0.0004 -0.0066 -0.0009
H -1.914106 -0.689543 -3.762413 0.0023 0.0070 0.0005
H -2.177813 1.981866 -5.368279 -0.0001 -0.0005 -0.0001
H -0.973933 0.740116 -5.707206 0.0070 -0.0185 -0.0062
H -0.460650 2.402674 -5.427271 -0.0021 -0.0036 -0.0037
H 3.440085 -0.570820 -3.177878 -0.0099 -0.0107 0.0015
H 3.052739 -1.978029 -4.178019 0.0013 -0.0013 0.0006
H 2.292548 -1.762963 -2.594777 0.0062 0.0055 0.0124
H 2.807920 0.766139 -5.347234 0.0240 -0.0078 0.0214
H 1.193640 0.611505 -6.034756 0.0124 0.0006 0.0032
H 2.335613 -0.735962 -6.140417 -0.0005 -0.0017 0.0000
H -0.007048 -2.001804 -3.586347 -0.0005 -0.0024 -0.0016
H 0.930745 -2.405557 -5.034722 -0.0011 -0.0010 -0.0005
H -0.371182 -1.216589 -5.125982 -0.0149 0.0138 -0.0063
H 3.738227 1.465482 -3.522123 -0.0004 0.0020 -0.0249
H 3.404946 1.330183 -1.783089 0.0049 -0.0249 -0.0123
H 3.923627 2.872255 -2.474487 -0.0006 0.0074 -0.0059
H 2.052752 2.745179 -5.037074 -0.0141 0.0296 0.0149
H 2.529363 4.116148 -4.025969 0.0001 0.0025 0.0015
H 0.822185 3.745924 -4.270371 -0.0261 0.0063 0.0143
H 1.709428 2.709326 -0.732648 0.0059 0.0040 0.0097
H 0.455879 3.573552 -1.636321 0.0535 -0.0054 0.0351
H 2.124694 4.160336 -1.641475 0.0062 -0.0058 0.0062

=====

Copy entry 3 word for word.
12
Properties=species:S:1:pos:R:3:forces:R:3 method="wB97M-V/def2-TZVPD" e_homo_ev="-17.673 / -18.627" e_tot_ha=-908.02965 multiplicity=1 total_charge=+2 relative_energy_kcal_mol=75.66 lumo_energy_ev="-11.934 / -10.516"
O 0.713084 -0.253155 1.558844 0.0721 0.4472 -0.3779
Ca -1.122961 -0.414034 2.209930 -1.0827 -0.5611 1.8196
C 1.468667 -0.035203 0.529622 0.9739 -0.5475 -4.3897
C 0.689982 0.545754 -0.856352 -2.7646 -0.6669 2.6107
H 2.261070 0.726853 0.611114 0.2865 -1.0980 0.3646
H 1.572313 -0.963936 -0.241586 1.2942 0.9298 2.5226
H 1.204218 0.187989 -1.755885 -0.9463 0.0409 -0.5216
H 0.825431 1.630865 -0.773902 -0.2671 0.0365 0.1342
C -0.781822 0.127120 -0.515707 3.3477 1.8116 -1.6290
C -1.964638 -0.340000 -0.352120 0.2170 -0.8218 0.4444
H -2.559601 0.000364 0.504950 -0.9344 0.4997 -1.0619
H -2.305744 -1.212617 -0.918908 -0.1962 -0.0705 0.0839